[1]
ORCA calculation (the ωB97M-V functional and the def2-TZVPD basis) on a molecular structure, C30H20AsCl2N3O9SW in a non-equilibrium geometry.

```
67
Properties=species:S:1:pos:R:3:forces:R:3:mulliken_charge:R:1
W -0.165 0.776 -1.286 -0.68 -0.20 0.72 2.40
O 1.604 1.571 -2.105 -0.01 0.28 -0.53 -0.99
As 1.072 3.505 -1.404 0.08 -0.02 0.56 0.79
O 2.429 3.741 -0.549 0.08 -0.05 -0.06 -0.71
O 0.166 2.270 -0.227 0.12 0.03 -0.88 -0.85
C -0.762 1.474 -3.240 -0.34 -0.32 0.02 -0.27
C -0.161 1.040 -4.420 0.10 0.16 0.00 -0.92
C -0.858 1.091 -5.623 0.07 0.00 0.00 -0.75
C -2.168 1.547 -5.677 -0.07 0.07 0.06 -0.59
C -2.793 2.002 -4.519 0.34 0.03 -0.25 -0.57
C -2.056 1.968 -3.354 -0.31 0.12 0.20 0.66
S -2.733 2.476 -1.809 0.14 -0.23 0.27 1.31
O -2.132 3.728 -1.443 -0.03 0.03 0.00 -0.69
O -4.162 2.387 -1.806 -0.02 -0.08 -0.10 -0.70
O -2.139 1.321 -0.952 0.32 0.26 -0.21 -0.66
H 2.435 1.539 -1.612 -0.10 -0.07 0.21 0.38
H 0.849 0.652 -4.403 -0.02 -0.03 0.01 0.45
H -0.377 0.746 -6.530 0.00 -0.01 0.00 0.41
H -2.700 1.541 -6.620 -0.02 0.02 0.01 0.41
H -3.812 2.363 -4.512 -0.01 0.00 -0.01 0.56
Cl 1.663 -3.485 -3.509 -0.01 -0.01 -0.04 -0.14
C 2.230 -2.848 -2.044 0.04 0.01 0.04 0.24
C 3.206 -3.499 -1.307 -0.04 -0.04 -0.07 -0.62
C 3.663 -2.975 -0.111 0.00 0.09 0.06 0.88
Cl 4.882 -3.813 0.745 0.00 -0.01 -0.01 -0.20
C 3.140 -1.753 0.432 0.06 -0.03 0.11 -0.21
C 3.559 -1.135 1.628 0.04 -0.11 -0.05 -0.80
C 2.971 0.039 2.013 -0.20 0.18 -0.05 -1.07
C 1.949 0.601 1.226 0.09 -0.19 0.20 -0.27
N 1.550 0.015 0.118 0.13 0.01 -0.15 0.24
C 2.135 -1.120 -0.286 -0.13 0.07 -0.08 0.48
C 1.667 -1.611 -1.578 0.08 -0.05 0.13 -0.08
O 0.836 -0.951 -2.228 0.17 -0.14 0.05 -0.02
H 3.617 -4.428 -1.674 0.00 0.00 0.00 0.49
H 4.340 -1.587 2.224 0.00 0.00 0.00 0.46
H 3.270 0.551 2.916 0.03 -0.03 0.01 0.45
H 1.451 1.528 1.481 0.01 0.01 -0.03 0.56
O -0.736 -1.170 2.186 0.03 0.02 0.01 -0.73
C -1.313 -1.391 1.148 -0.01 -0.04 -0.01 -0.47
N -2.387 -2.224 0.958 0.08 -0.05 -0.03 0.11
C -2.910 -2.225 -0.409 0.31 -0.15 0.29 3.02
C -1.840 -1.331 -1.020 -0.23 0.30 -0.35 0.17
O -1.719 -0.918 -2.183 0.02 -0.20 0.01 -0.62
N -0.968 -0.894 -0.117 0.00 0.31 -0.04 0.19
C -4.316 -1.635 -0.490 -0.04 -0.01 -0.09 -0.50
C -4.700 -0.781 -1.513 0.01 0.04 0.03 0.41
C -6.001 -0.300 -1.566 -0.01 0.03 -0.01 -1.06
C -6.931 -0.684 -0.616 0.01 -0.02 0.03 -0.56
C -6.554 -1.550 0.403 -0.01 0.01 -0.01 -1.05
C -5.254 -2.020 0.465 0.00 -0.03 0.00 -0.15
C -2.872 -3.605 -1.066 -0.02 -0.03 0.06 -0.47
C -2.972 -3.709 -2.451 -0.04 0.00 0.00 0.00
C -2.977 -4.955 -3.057 0.00 0.03 -0.01 -1.14
C -2.893 -6.109 -2.290 0.00 -0.03 0.01 -0.46
C -2.797 -6.010 -0.911 0.00 0.02 -0.03 -0.90
C -2.784 -4.761 -0.302 0.06 -0.01 0.00 -0.30
H -2.846 -2.628 1.753 -0.07 0.06 -0.01 0.29
H -3.982 -0.455 -2.252 -0.01 0.00 0.00 0.51
H -6.273 0.401 -2.343 0.01 0.00 -0.01 0.41
H -7.943 -0.303 -0.657 0.00 0.00 0.00 0.40
H -7.271 -1.855 1.154 0.00 0.00 0.00 0.40
H -4.982 -2.697 1.266 0.01 -0.02 -0.01 0.31
H -3.042 -2.813 -3.053 -0.01 0.00 0.00 0.53
H -3.053 -5.024 -4.134 0.00 0.00 0.00 0.43
H -2.905 -7.081 -2.766 0.00 0.00 0.00 0.41
H -2.730 -6.902 -0.303 0.00 0.00 0.00 0.41
H -2.689 -4.700 0.774 0.00 0.01 0.00 0.35
```
Forces are in eV/Å.

## Properties
Multiplicity: 3
LUMO (alpha / beta): -1.63 / -3.80 eV
HOMO-LUMO gap (alpha / beta): 0.22399 / 0.19243 hartree
HOMO level (alpha / beta): -7.7270 / -9.0374 eV


[2]
ORCA calculation (the ωB97M-V functional and the def2-TZVPD basis) on a molecular structure, C13H13CuN3O3S2.

```
35
Properties=species:S:1:pos:R:3:forces:R:3:mulliken_charge:R:1
Cu 1.281 0.880 0.652 0.23 0.44 0.12 -0.06
N 3.878 -1.048 0.964 -0.02 -0.06 -0.02 -0.65
N 3.412 0.241 0.542 -0.06 -0.09 -0.07 -0.29
H 4.719 -1.305 0.453 -0.08 0.02 0.02 0.22
H 3.151 -1.712 0.697 0.12 0.16 0.04 0.35
H 3.561 0.401 -0.451 0.02 0.01 0.06 0.25
H 3.906 0.962 1.056 -0.03 -0.09 -0.02 0.26
O 2.049 -4.422 -0.043 0.09 -0.03 -0.06 -0.67
S 1.226 -3.606 -0.900 -0.13 0.06 0.10 1.15
O 1.397 -3.753 -2.320 0.07 -0.04 -0.07 -0.69
N 1.293 -2.051 -0.449 -0.01 -0.04 0.02 -0.50
C 0.136 -1.631 0.046 -0.02 -0.08 -0.10 0.98
O -0.103 -0.489 0.486 -0.14 -0.12 0.03 -0.97
C -0.948 -2.676 0.044 0.10 0.09 0.01 0.19
C -2.250 -2.563 0.494 -0.06 -0.02 -0.01 -0.52
C -3.070 -3.682 0.400 0.04 0.02 0.00 -0.51
C -2.588 -4.877 -0.130 -0.01 0.01 0.00 -0.38
C -1.276 -4.985 -0.577 0.00 0.04 -0.02 -0.54
C -0.480 -3.861 -0.476 -0.06 -0.13 0.01 0.07
H -2.600 -1.623 0.901 -0.01 -0.01 0.01 0.49
H -4.095 -3.627 0.743 0.00 0.00 0.00 0.37
H -3.245 -5.736 -0.195 -0.01 0.01 0.01 0.37
H -0.895 -5.909 -0.991 0.01 0.00 0.01 0.41
S 1.714 3.060 0.947 -0.20 -0.06 -0.16 -0.28
C 0.334 3.990 0.358 0.06 0.03 0.06 0.18
C 0.388 5.390 0.380 0.04 0.02 0.01 -0.58
C -0.670 6.166 -0.067 0.01 -0.04 0.01 -0.40
C -1.827 5.571 -0.554 0.03 -0.04 0.01 -0.44
C -1.898 4.183 -0.581 0.02 0.01 0.00 -0.59
C -0.839 3.406 -0.134 0.00 -0.07 0.01 -0.02
H 1.286 5.863 0.760 -0.01 0.01 -0.01 0.34
H -0.591 7.247 -0.035 0.01 0.00 0.00 0.31
H -2.655 6.174 -0.905 -0.01 0.00 0.00 0.35
H -2.790 3.695 -0.956 0.00 -0.01 0.00 0.34
H -0.910 2.325 -0.159 0.01 0.01 0.00 0.45
```
Forces are in eV/Å.

## Properties
Total charge: -1
LUMO: 2.82 eV
HOMO-LUMO gap: 0.25332 hartree
HOMO level: -4.0764 eV


[3]
ORCA calculation (the ωB97M-V functional and the def2-TZVPD basis) on 2 unconnected molecules or ions with the total composition C7H10.

```
17
Properties=species:S:1:pos:R:3:forces:R:3:mulliken_charge:R:1
C 1.334 -0.595 0.660 -0.03 -0.10 0.08 -0.71
C 0.490 -0.919 -0.338 0.12 0.03 0.09 0.14
C -0.974 -1.022 -0.735 -0.11 -0.31 -0.02 -0.33
C -1.622 0.203 -0.144 -0.06 0.10 0.13 -0.51
C -0.799 0.367 -1.383 -0.12 0.20 -0.23 -0.38
C 0.734 0.297 -1.150 0.06 -0.01 -0.17 -0.12
C 1.611 0.785 0.054 0.16 0.17 0.03 -0.59
H 1.558 -1.011 1.638 -0.06 0.06 -0.19 0.50
H -1.549 -1.879 -1.073 0.11 0.15 0.04 0.40
H -2.695 0.287 -0.304 0.18 -0.04 0.03 0.26
H -1.284 0.594 0.813 -0.01 -0.10 -0.15 0.07
H -1.250 0.723 -2.305 0.05 -0.05 0.17 0.37
H 1.277 0.161 -2.089 -0.09 0.04 0.10 0.41
H 1.108 1.565 0.641 0.08 -0.10 -0.08 0.19
H 2.637 1.109 -0.158 -0.14 -0.06 0.00 0.30
H -0.125 -0.046 2.936 -0.09 -0.04 0.09 -0.08
H -0.486 -0.695 2.955 -0.04 0.07 0.08 0.09
```
Forces are in eV/Å.

## Properties
LUMO: 1.14 eV
HOMO-LUMO gap: 0.35812 hartree
SMILES: C1=C2[C@H]3C[C@H]3[C@H]2C1.[H][H]
HOMO level: -8.6012 eV


[4]
ORCA calculation (the ωB97M-V functional and the def2-TZVPD basis) on 2 unconnected molecules or ions with the total composition C6H12N2S in a non-equilibrium geometry.

```
21
Properties=species:S:1:pos:R:3:forces:R:3:mulliken_charge:R:1
C 0.755 -2.314 -0.338 1.32 -1.15 0.01 -0.76
C 1.694 -1.167 -0.552 0.07 1.00 -0.72 0.62
C 2.008 -0.617 -1.791 -1.89 -1.65 1.70 -0.54
N 2.356 0.661 -1.468 2.58 1.66 -2.93 -0.11
C 2.590 0.734 -0.173 0.26 1.67 4.06 -0.12
N 2.158 -0.324 0.473 -0.65 -0.48 -0.75 -0.59
H 1.123 -2.753 0.627 -0.72 -0.36 -0.96 0.27
H 0.817 -3.010 -1.248 0.04 0.65 1.56 0.30
H -0.304 -2.046 -0.237 0.39 0.29 0.07 0.04
H 1.755 -1.130 -2.716 0.23 1.04 -0.12 0.35
H 2.922 1.293 -2.037 -0.60 -0.42 -0.22 0.26
H 3.041 1.680 0.393 -1.04 -2.24 -1.69 0.30
C -2.763 2.229 1.536 4.28 1.11 -2.31 -1.11
C -1.837 1.089 1.199 1.63 -1.83 0.59 -0.28
S -2.558 -0.345 0.307 4.29 -1.18 -0.61 -0.20
H -1.973 2.974 1.899 -1.70 -0.27 -0.46 0.28
H -3.348 1.938 2.313 -2.25 -0.48 1.92 0.35
H -3.201 2.484 0.583 -0.75 0.85 0.24 0.36
H -0.878 1.348 0.626 -1.44 -0.14 1.00 0.21
H -1.605 0.611 2.176 0.71 0.51 -0.66 0.33
H -3.700 0.041 0.392 -4.74 1.42 0.27 0.04
```
Forces are in eV/Å.

## Properties
LUMO: 0.85 eV
HOMO-LUMO gap: 0.34348 hartree
SMILES: Cc1c[nH]cn1.CCS
HOMO level: -8.4923 eV


[5]
ORCA calculation (the ωB97M-V functional and the def2-TZVPD basis) on 2 unconnected molecules or ions with the total composition C4H9O2S in a non-equilibrium geometry.

```
16
Properties=species:S:1:pos:R:3:forces:R:3:mulliken_charge:R:1
C -3.019 -0.009 0.569 0.82 -2.82 -0.25 -1.39
S -1.837 0.456 1.845 -0.25 1.68 0.66 -0.49
H -1.009 -0.549 1.776 0.53 -0.94 -0.27 0.04
H -3.621 -0.849 1.148 0.32 1.98 -1.97 0.44
H -2.427 -0.501 -0.312 -1.23 0.92 1.46 0.15
H -3.490 0.918 0.196 -0.21 -0.82 0.44 0.48
C 0.779 -0.653 -1.215 -1.46 -1.59 -1.80 0.05
C 1.562 -1.997 -1.534 -0.53 -0.62 4.30 -1.10
C 1.507 0.526 -0.605 1.46 -1.76 -1.06 0.41
O 2.524 0.205 0.024 1.11 0.28 1.40 -0.72
O 1.114 1.606 -1.012 -0.80 2.28 0.09 -0.71
H 0.478 -0.227 -2.226 -0.17 -0.71 1.13 0.20
H -0.133 -0.822 -0.614 0.23 -0.12 -0.32 -0.27
H 2.430 -2.209 -0.730 -2.37 0.25 -1.28 0.23
H 2.124 -1.822 -2.345 2.06 0.78 -3.33 0.36
H 0.953 -2.927 -1.800 0.49 1.22 0.82 0.31
```
Forces are in eV/Å.

## Properties
Multiplicity: 2
Total charge: -2
LUMO (alpha / beta): 5.80 / 5.87 eV
HOMO-LUMO gap (alpha / beta): 0.10388 / 0.28142 hartree
HOMO level (alpha / beta): 2.9703 / -1.7910 eV


[6]
ORCA calculation (the ωB97M-V functional and the def2-TZVPD basis) on 2 unconnected molecules or ions with the total composition C17H26N2O3 in a non-equilibrium geometry.

```
48
Properties=species:S:1:pos:R:3:forces:R:3:mulliken_charge:R:1
C -3.607 -3.545 -1.680 -2.78 2.18 -4.33 -1.07
H -4.711 -3.554 -2.022 1.56 0.41 0.69 0.25
O -3.071 -2.346 -2.315 -1.91 0.60 0.25 -0.50
C -1.811 -1.957 -2.114 -4.43 7.61 -4.52 0.75
C -0.969 -2.647 -1.597 8.92 -12.43 7.64 0.35
C 0.439 -2.371 -1.334 0.08 -1.18 0.22 -0.50
C 0.820 -1.178 -1.708 4.00 4.44 -4.25 0.62
C 0.025 -0.260 -2.572 -2.61 -6.24 4.36 -0.81
C -1.285 -0.634 -2.611 -2.78 -0.32 -0.93 -0.95
H -2.137 -0.074 -3.044 0.98 0.16 -0.11 0.38
H 0.486 0.561 -2.858 1.40 4.01 -1.67 0.56
C 2.492 -0.630 -1.775 -3.56 -2.85 0.46 -1.09
H 2.506 0.008 -2.678 0.81 -0.95 0.25 0.37
H 3.086 -1.649 -1.646 -0.73 2.70 -0.58 0.32
C 2.486 0.245 -0.588 -2.84 -10.01 2.78 0.52
O 2.845 1.278 -0.383 3.18 9.20 0.07 -0.42
N 1.938 -0.475 0.672 0.81 -0.97 -8.05 0.17
H 1.701 -1.428 0.657 -0.19 -1.06 -0.37 0.42
C 2.177 0.067 1.800 -1.50 3.31 9.57 -1.88
H 2.676 1.012 1.920 0.07 0.77 -1.29 0.76
H 2.702 -0.406 2.587 1.44 -1.99 0.44 0.37
C 0.811 0.332 2.720 -2.85 -4.04 -11.55 0.91
N -0.011 1.303 1.863 0.43 1.52 1.06 0.35
C -0.743 0.895 0.774 4.47 10.90 -4.78 -1.73
H -1.089 0.111 0.524 -4.70 -11.23 -0.97 2.03
C -1.864 1.977 0.227 0.94 1.36 4.00 -0.78
H -2.537 1.851 -0.619 0.75 -0.79 -0.37 0.31
O -1.155 3.239 0.032 -1.45 -0.23 2.02 -0.48
C -0.575 3.684 1.383 1.47 -2.38 -5.07 -0.81
H -0.174 4.606 1.051 0.57 1.16 0.15 0.39
C 0.636 2.645 1.518 -5.14 0.40 5.16 -0.49
H 1.072 3.118 2.396 0.95 -0.79 0.26 0.30
H 1.257 2.563 0.724 1.67 0.24 -2.68 0.37
H -1.337 3.868 2.121 -0.09 -0.76 0.57 0.35
H -2.628 2.113 1.151 1.48 -0.22 -1.70 0.26
H 0.065 0.791 -0.273 -1.98 1.03 2.19 -0.18
C 0.940 0.996 3.828 2.43 0.47 13.63 -1.44
H 1.249 -0.070 4.816 -0.40 2.74 -2.39 0.26
H 0.018 1.259 4.387 0.45 0.34 -0.80 0.40
H 1.792 1.674 4.138 -0.98 -0.56 -1.08 0.37
C -0.181 -1.061 2.728 4.33 3.17 6.72 -1.13
H 0.562 -1.698 3.577 -2.82 1.24 -2.65 0.34
H -0.158 -1.371 1.776 -0.26 -1.76 -3.23 0.30
H -1.157 -0.688 3.125 0.81 -0.84 -0.28 0.30
H 1.331 -3.007 -0.986 -2.31 0.17 -0.17 0.25
H -1.225 -3.833 -1.201 0.39 3.47 -1.22 0.05
H -3.240 -4.333 -2.239 1.22 -2.07 -0.37 0.48
H -3.610 -3.619 -0.667 0.71 0.07 2.93 0.39
```
Forces are in eV/Å.

## Properties
LUMO: 0.59 eV
HOMO-LUMO gap: 0.28339 hartree
HOMO level: -7.1202 eV


Respective energy above the lowest of the compared OMol25 structures with the same formula, charge and spin values: 55.4 15.2 529.5 185.6 165.6 1598.2 kJ/mol.